DFT (ωB97M-V/def2-TZVPD) results for a molecular structure, C33H37AsKN5O7S.

Geometry as XYZ:
```
85
Properties=species:S:1:pos:R:3:forces:R:3:mulliken_charge:R:1
K 0.267 0.797 0.552 1.800 -1.061 0.545 0.760
O 3.289 -1.312 3.974 0.121 -0.056 0.132 -0.861
C 2.518 -0.711 3.200 -0.024 0.042 0.163 0.216
O 2.374 -0.887 1.970 -0.070 0.071 -0.187 -0.623
C 1.683 0.417 3.835 0.223 -0.128 0.139 0.028
C 1.942 0.851 5.132 0.080 -0.125 -0.075 -0.729
C 1.196 1.902 5.638 -0.031 0.080 0.095 -0.436
C 0.201 2.463 4.855 -0.068 0.010 -0.066 -0.495
C -0.026 1.929 3.590 -0.189 0.225 0.239 0.285
N 0.720 0.950 3.098 -0.031 0.053 0.219 0.944
C -1.201 2.431 2.728 -0.006 0.110 0.263 -0.289
O -1.635 3.558 2.990 -0.074 0.184 0.081 -0.833
O -1.607 1.615 1.862 -0.540 0.085 0.059 -0.744
H 2.717 0.355 5.698 0.013 -0.014 -0.008 0.535
H 1.384 2.276 6.641 -0.010 -0.016 -0.054 0.385
H -0.412 3.289 5.187 -0.018 -0.001 -0.008 0.520
O -1.918 0.505 -0.713 -0.202 -0.035 -0.061 0.166
C -2.031 1.550 -1.678 0.072 -0.083 -0.073 2.555
C -0.749 2.495 -1.729 -0.375 -0.049 -0.140 0.316
O -0.959 3.638 -2.143 -0.061 0.419 -0.214 -0.776
O 0.323 1.956 -1.398 0.306 0.553 -1.081 -0.843
C -2.065 0.888 -3.035 0.062 -0.134 -0.153 -1.278
C -1.866 -0.482 -3.186 -0.053 0.202 0.121 -0.299
C -1.834 -1.051 -4.451 0.011 -0.065 -0.079 -0.694
C -2.008 -0.263 -5.578 0.015 -0.113 -0.069 -0.377
C -2.213 1.102 -5.431 -0.024 0.047 -0.131 -0.919
C -2.238 1.674 -4.174 0.019 0.017 0.047 0.101
C -3.298 2.321 -1.367 -0.115 0.086 0.043 -0.101
C -4.510 1.992 -1.958 -0.037 0.001 -0.038 -0.504
C -5.686 2.619 -1.572 -0.092 -0.023 -0.039 -0.886
C -5.665 3.578 -0.573 -0.096 0.055 0.026 -0.344
C -4.461 3.900 0.036 0.054 0.038 0.055 -1.013
C -3.287 3.284 -0.362 -0.048 0.015 0.039 0.060
H -2.019 0.898 0.172 -0.403 0.176 0.046 0.081
H -1.732 -1.093 -2.307 0.031 -0.015 0.051 0.360
H -1.656 -2.116 -4.550 -0.004 -0.008 -0.008 0.387
H -1.974 -0.706 -6.566 -0.001 -0.019 -0.016 0.373
H -2.342 1.728 -6.307 0.001 -0.003 -0.008 0.364
H -2.364 2.741 -4.053 0.000 0.052 0.022 0.481
H -4.539 1.234 -2.729 -0.008 -0.035 -0.034 0.398
H -6.622 2.347 -2.048 -0.006 0.004 -0.004 0.361
H -6.583 4.066 -0.262 0.011 -0.009 -0.001 0.365
H -4.426 4.626 0.839 -0.003 0.014 0.008 0.404
H -2.364 3.537 0.137 0.049 0.013 0.016 0.273
S 4.564 -1.142 -1.898 -0.042 -0.211 -0.261 -0.468
C 4.997 -0.247 -0.546 0.024 -0.001 -0.134 0.049
N 4.814 -0.665 0.703 -0.012 -0.047 0.069 0.021
C 5.246 0.164 1.806 0.084 0.094 0.150 -0.792
C 4.833 1.603 1.540 -0.015 0.116 -0.157 0.025
C 5.535 2.050 0.261 0.099 0.178 0.141 -0.743
N 5.616 0.954 -0.702 0.044 -0.008 -0.072 -0.201
H 4.028 -1.284 0.901 0.016 0.013 -0.011 0.357
H 6.341 0.113 1.882 -0.050 0.003 0.012 0.326
H 4.823 -0.251 2.716 -0.020 0.041 0.016 0.274
H 5.113 2.255 2.369 -0.005 0.016 -0.034 0.451
H 3.747 1.666 1.412 0.105 -0.163 0.096 -0.142
H 6.555 2.390 0.485 -0.120 -0.010 0.022 0.324
H 4.997 2.881 -0.205 0.029 0.015 0.061 0.349
H 5.694 1.211 -1.673 -0.032 -0.042 0.036 0.240
N 1.750 -4.562 -4.502 0.075 -0.055 -0.127 -0.608
C 1.163 -4.031 -3.357 -0.043 0.152 0.166 0.839
C 1.516 -2.771 -2.880 -0.083 -0.168 -0.025 -0.902
C 0.887 -2.283 -1.749 0.190 0.081 -0.256 -0.592
N -0.050 -2.941 -1.076 -0.141 0.096 0.179 0.337
C -0.389 -4.134 -1.546 -0.057 -0.151 -0.037 -0.570
C 0.169 -4.723 -2.666 0.025 0.025 -0.007 -0.799
H 2.655 -4.171 -4.713 -0.011 -0.008 -0.004 0.249
H 1.756 -5.570 -4.539 0.010 0.039 0.009 0.221
H 2.281 -2.178 -3.359 0.044 0.031 -0.037 0.439
H 1.173 -1.302 -1.394 -0.022 0.060 0.137 0.595
H -1.158 -4.660 -0.990 -0.050 -0.046 0.025 0.351
H -0.161 -5.701 -2.994 -0.005 -0.037 -0.011 0.350
C -1.760 -1.156 3.752 0.004 -0.077 -0.033 -1.324
As -0.991 -1.589 1.993 -0.368 -0.597 0.180 1.198
C -0.288 -3.348 2.526 -0.024 0.035 -0.004 -1.231
C -2.682 -2.237 1.214 0.003 0.020 0.069 -1.301
H -2.392 -1.976 4.101 -0.007 0.016 0.019 0.472
H -2.344 -0.243 3.658 -0.027 0.044 -0.007 0.304
H -0.957 -0.987 4.469 0.050 0.020 0.041 0.310
H -1.056 -3.945 3.024 0.018 0.008 -0.002 0.388
H 0.557 -3.195 3.197 0.038 0.001 0.033 0.326
H 0.074 -3.867 1.641 0.003 -0.023 -0.061 0.237
H -3.136 -3.010 1.839 -0.012 -0.006 0.001 0.444
H -2.483 -2.623 0.216 0.025 -0.024 -0.035 0.166
H -3.365 -1.392 1.122 -0.022 0.011 -0.009 0.360
```
Positions in Å, forces in eV/Å.

Values from the calculation:
strongest force on any atom	2.159	eV/A
total charge	-2
energy	-5314.2989	Eh
energy relative to the best compared isomer or geometry (same formula, charge and spin)	20.0	kcal per mole
orbital gap	7.18	eV
LUMO	4.1	eV